# 1
FH2O2P | ωB97M-V with the def2-TZVPD basis set

Geometry as XYZ:
```
6
Properties=species:S:1:pos:R:3:forces:R:3
H -0.403399 0.438923 1.043734 -0.6579 -0.3472 0.7311
P -0.066579 0.832438 -0.228234 2.9467 -0.1597 -0.3989
O 1.523981 1.266409 0.008931 -5.5122 5.3716 -2.5258
F 2.837372 -0.596379 -0.515758 0.8155 -0.9499 -0.3946
H 0.103243 -0.328418 -1.070608 -0.4035 0.3772 0.3338
O 2.408484 0.180987 0.578194 2.8114 -4.2920 2.2544
```
Forces are in eV/Å.

Properties
2S+1: 3
Net charge: 0
E_LUMO (alpha / beta), eV: 0.55 / -3.97
Kohn-Sham gap (alpha / beta), eV: 7.11 / 5.97
Energy above the lowest of the compared OMol25 structures with the same formula, charge and spin, kcal/mol: 177.88

***

# 2
C6H10BFN4O2 | ωB97M-V with the def2-TZVPD basis set

Geometry as XYZ:
```
24
Properties=species:S:1:pos:R:3:forces:R:3
H -3.123723 -1.702848 0.038825 0.0694 -0.0924 -0.2107
H -4.458343 -0.855586 0.809406 -0.1210 -0.0311 0.0151
O 3.805085 -0.315515 -1.070123 0.0672 0.0103 0.6417
N -0.365201 -0.080131 -0.405868 0.3169 -0.0363 -0.0367
H 4.936568 1.592729 -0.091939 0.3308 -0.1341 0.0868
N 1.276365 1.528421 1.017892 -0.4435 0.0259 0.1148
C 1.718866 0.683845 0.078140 0.2247 -0.0525 0.1638
H 2.869604 -2.150645 -1.273011 0.0011 -0.0500 -0.0495
H -2.654133 0.453229 -1.270087 0.1459 -0.1514 -0.0412
B 3.278532 0.638734 -0.230908 0.1681 -0.0871 -0.3435
C -0.796159 0.747070 0.543615 -0.2337 -0.0486 0.0062
H -2.499644 1.744674 1.255890 0.0161 -0.0079 0.2779
C -3.855230 -0.905306 -0.099733 0.2313 0.0538 0.3683
H -3.963709 1.186658 -0.371818 -0.0430 0.0303 -0.0864
C 3.603720 -1.666663 -0.632705 -0.3230 -0.0678 -0.4212
O 4.067553 1.591993 0.314423 -0.4000 0.3604 -0.2106
H 4.548662 -2.196912 -0.689296 0.1273 0.0150 -0.0184
C -2.267414 0.758077 0.869478 0.3732 0.0392 -0.5950
N -0.013255 1.557803 1.259892 0.3892 0.0230 -0.0493
H -2.402098 0.022865 1.665618 -0.1322 0.0872 0.1785
C -3.182704 0.428043 -0.322486 -0.3108 0.2009 0.2739
N 0.928769 -0.117285 -0.640495 -0.3801 -0.0252 0.0861
H 3.237784 -1.715056 0.393320 0.0308 0.0152 0.0779
F -4.689896 -1.228196 -1.148029 -0.1049 -0.0768 -0.2285
```
Forces are in eV/Å.

Properties
2S+1: 1
Net charge: 0
SMILES string: COB(O)c1nnc(CCCF)nn1
E_LUMO, eV: -0.73
Kohn-Sham gap, eV: 8.65

***

# 3
H2NO3S2 | ωB97M-V with the def2-TZVPD basis set

Geometry as XYZ:
```
8
Properties=species:S:1:pos:R:3:forces:R:3
S 0.417216 0.377254 -0.774622 -0.2569 -2.9618 0.0301
O -0.343472 1.560965 -1.108840 0.9365 0.2925 0.9249
O 1.480413 0.362695 0.287137 -1.2904 1.0607 -2.2004
O 0.723596 -0.438400 -1.946236 0.5013 0.3548 0.5062
N -0.857411 -0.673495 0.011136 0.6750 2.5640 -0.5052
S -1.062164 -0.010076 1.533007 0.4224 0.8188 2.1801
H 0.280594 0.454815 1.920341 -1.9416 -1.0942 -0.7644
H -0.638773 -1.633758 0.078079 0.9537 -1.0348 -0.1712
```
Forces are in eV/Å.

Properties
2S+1: 1
Net charge: -1
E_LUMO, eV: 3.54
Kohn-Sham gap, eV: 8.23
Energy above the lowest of the compared OMol25 structures with the same formula, charge and spin, kcal/mol: 9.09

***

# 4
C17H16NO3 | ωB97M-V with the def2-TZVPD basis set

Geometry as XYZ:
```
37
Properties=species:S:1:pos:R:3:forces:R:3
O -3.185328 0.086063 -1.045993 0.3453 1.0255 0.3785
H -0.862907 3.200679 3.654438 -0.1348 0.0310 -0.0694
H 1.150785 1.095894 0.474789 0.2922 0.1406 -0.2938
H -1.511741 -2.146482 -2.454699 0.2436 0.0484 -0.0465
C -3.897303 -0.164180 -2.279751 0.2737 -0.0072 -0.3755
H 0.518942 -1.913783 -3.957651 -0.1155 0.3786 0.5817
C -0.498068 -0.651133 -1.147192 0.7062 0.0225 0.1639
H -4.534125 -1.018471 -2.059127 0.0879 0.1031 -0.1301
H -1.120413 3.369318 -0.655609 0.0335 -0.0172 0.3951
N 0.398922 -1.383654 -3.092598 -0.2626 0.1453 0.2995
H -2.966766 0.102173 1.489685 0.2290 0.4013 0.1818
H 4.336894 1.067064 -2.452416 -0.1129 -0.0755 -0.0311
C -2.421811 1.051468 1.528321 0.2870 0.1602 -0.4206
C -1.368354 2.913401 0.306164 0.0711 -0.6925 0.0380
C 1.330279 -0.497271 -2.549943 -0.2248 0.2204 0.9194
C 0.797365 -0.026118 -1.307724 0.3488 -0.4707 -1.0550
C -2.062269 1.677426 0.304704 0.6031 -0.2833 -0.0979
C -1.995968 1.619666 2.721040 -0.1412 -0.1909 -0.0628
O 4.773806 2.498505 -0.354638 -1.8069 -0.4926 0.7565
C -1.253882 2.810423 2.721696 -0.0561 -0.2056 -0.6676
H -1.892116 1.476992 -1.900917 -0.1838 -0.2402 0.4290
C 2.604801 -0.121200 -2.975617 0.1617 0.1702 -0.2604
C 2.835286 1.212125 -0.927058 -0.9915 -0.7211 -0.4481
H -3.202915 -0.386254 -3.106553 -0.1354 0.0615 0.3726
C 1.554712 0.820407 -0.500349 0.2274 -0.1189 -0.0364
H 3.592227 2.950439 1.594289 -0.1160 -0.0738 0.0140
O 2.989780 2.381935 1.085088 0.9692 0.3995 -0.2483
C -2.260965 1.013993 -0.969974 -1.5978 0.1155 -0.1343
H -0.997695 -0.654244 -0.187901 -0.0555 -0.4605 -0.3236
H -2.209444 1.107966 3.659077 0.0241 0.2041 -0.2216
C 3.342437 0.743179 -2.164894 -0.4201 -0.1309 0.1564
C -0.968733 3.467671 1.517165 0.0004 0.0820 0.0198
H 2.989271 -0.493162 -3.933105 0.0123 0.2309 0.4813
H -4.504520 0.712626 -2.524615 0.1261 -0.1830 0.0895
H -0.389855 4.392337 1.521072 -0.2333 -0.2609 0.0235
C -0.683754 -1.479864 -2.243735 0.3998 0.3142 -0.0178
C 3.656876 2.091551 -0.068907 1.1459 0.3701 -0.3598
```
Forces are in eV/Å.

Properties
2S+1: 1
Net charge: +1
E_LUMO, eV: -5.09
Kohn-Sham gap, eV: 6.42
Energy above the lowest of the compared OMol25 structures with the same formula, charge and spin, kcal/mol: 7.18

***

# 5
C16H20ClN2 | ωB97M-V with the def2-TZVPD basis set

Geometry as XYZ:
```
39
Properties=species:S:1:pos:R:3:forces:R:3
H 2.381999 1.840233 -2.270374 0.0217 -0.3747 -0.1910
H -3.600817 1.396086 -0.198474 0.2675 -0.3650 0.1537
C -5.055907 0.275097 0.974732 -0.2085 0.2804 0.0689
H 3.388975 -0.847743 1.391307 -0.1032 0.1804 -0.1053
H 3.890452 0.834384 2.987065 -0.1733 0.2871 -0.1237
H -5.678737 -1.598384 0.061282 0.0091 -0.0185 0.3191
H 2.573904 -2.026235 -0.315767 -0.0280 0.1646 -0.4274
H -3.502319 -2.074365 -0.510428 0.0524 0.3594 0.3525
C 2.692801 -1.267660 -3.633797 -0.0165 0.2582 0.5478
H -3.274178 1.455658 1.529854 -0.1593 -0.2496 -0.0689
H -1.006093 1.514737 1.016582 0.1866 -0.3339 -0.4474
H 2.786093 -3.129520 -2.531954 -0.0388 0.2266 -0.0125
H 3.085196 3.268055 2.139310 -0.0624 -0.0610 -0.2035
C 2.466251 0.754084 -2.329065 0.0693 -0.3547 -0.1679
C 2.586467 0.132130 -3.567690 -0.0769 0.1321 0.4577
C 2.925602 1.026518 2.497723 -0.4061 -0.6467 -0.7329
C -3.639297 0.793187 0.730144 0.1026 0.3828 0.1477
N -2.826713 -0.410037 0.636954 -0.1730 0.7190 0.0990
H 2.155928 1.001208 3.279251 0.2164 0.3283 0.0274
C -5.011860 -1.258250 0.859370 -0.0577 -0.3529 -0.0528
H -3.163900 -2.415402 1.189117 -0.1158 0.3909 -0.1741
C -3.572425 -1.646934 0.510700 -0.0173 -0.6339 -0.4028
H -5.724772 0.686059 0.214360 -0.0072 0.0260 0.2735
Cl 2.835440 -2.033607 -5.154695 -0.0020 0.0566 0.0813
C 2.691667 -2.049116 -2.464494 -0.0984 0.4020 0.3787
C 2.577650 2.045794 0.369318 -0.0147 0.6373 0.8997
H 1.675553 -0.602762 1.716334 0.0818 0.0013 -0.1837
N -1.562522 -0.408487 0.338191 1.8331 -0.3396 -0.0208
H 2.483491 2.791853 -0.421718 0.0988 -0.1712 0.4714
C 2.469687 -0.005636 -1.127626 -0.2162 -0.0377 -0.3618
H -5.311562 -1.733552 1.798170 -0.0606 0.0958 -0.2330
C 2.602519 -0.087377 1.437955 0.0913 0.6282 0.7798
C 2.882199 2.296670 1.698094 -0.3352 -1.0724 -0.9483
H -5.411426 0.588453 1.960940 -0.0349 -0.0580 -0.2431
C 2.443034 0.649870 0.146205 1.3196 -0.5924 -0.1825
C 2.571667 -1.423470 -1.228754 0.0166 0.0972 -0.1599
C -0.728110 0.561412 0.527838 -1.3586 0.1359 0.1657
H 2.601494 0.719495 -4.481661 -0.0251 -0.1438 0.1666
H 0.302554 0.387536 0.225719 -0.5768 0.0162 0.0529
```
Forces are in eV/Å.

Properties
2S+1: 1
Net charge: +1
E_LUMO, eV: -5.62
Kohn-Sham gap, eV: 4.83
Energy above the lowest of the compared OMol25 structures with the same formula, charge and spin, kcal/mol: 0.00

***

# 6
C19H56N13O10 | ωB97M-V with the def2-TZVPD basis set

Geometry as XYZ:
```
98
Properties=species:S:1:pos:R:3:forces:R:3
N 0.221798 1.081119 -2.169576 -1.0044 -1.2609 2.0915
H -3.321613 -0.323182 -4.573727 0.1800 0.6779 -0.5651
H 6.295923 2.381388 0.271291 -0.3767 0.1537 0.1573
H -3.570916 -2.465465 -3.132752 0.2131 0.0616 -0.3252
H 5.982756 -0.476962 2.555904 0.1744 -0.3722 -0.6910
O -6.067607 2.618733 0.914492 -0.2190 -1.3008 -0.1771
C 6.351305 1.442007 0.821383 -0.3424 0.2638 -0.5908
H 4.669198 -2.139235 3.887486 0.6493 0.5925 -0.0449
N 1.978317 -3.336849 0.751858 -1.6588 -0.7941 3.6943
C -5.381763 1.570065 0.914228 -4.3011 3.2864 -1.5770
H -0.510342 -4.056905 1.856660 -0.2508 0.2234 -0.0532
H -4.957381 -4.418642 -2.426605 -0.0488 -0.7259 -0.0130
N 2.564945 6.229980 -0.011217 0.2821 -1.7562 0.2897
H 0.873183 2.475570 -3.867784 0.3700 -0.1968 -0.3211
N -3.432192 -3.279196 1.626865 -3.8615 0.5581 -0.3758
H 2.945718 3.630335 0.070458 -0.1042 -0.1161 -0.2351
H -5.058395 -0.445675 -4.680952 -0.0958 -0.2071 0.0466
N 2.213322 -1.755706 -0.841459 0.1150 0.9059 0.3503
N -5.685407 0.438901 0.280206 -1.0422 -1.0620 -1.0805
H -0.543460 -2.117686 -1.326193 -0.1982 -0.7049 0.2446
H 4.187902 0.636893 3.892817 0.5068 -0.0725 0.1897
N -1.387493 -3.584588 1.690436 4.8613 0.3068 -0.3896
C -1.005665 -0.159242 0.689773 -2.1156 2.5379 1.1767
H 1.373219 -1.368150 -0.436334 0.0721 0.6188 -0.2215
H 1.867175 1.384560 -4.801120 -0.2397 0.0122 0.2715
H 2.986746 0.992966 1.951590 -0.4087 1.2371 -0.0136
H 0.044564 -1.944551 -2.852878 0.0115 -0.5224 -0.4649
N -4.283433 1.502358 1.521408 6.1857 0.2210 3.4841
H -1.276481 -5.499840 -1.710517 -0.2527 0.2330 0.5509
H 0.306011 3.976827 1.181712 0.1258 0.0346 0.2146
H 0.690609 4.367460 -0.470260 0.3574 0.2393 -0.0742
C 5.074671 -0.111991 2.076040 -1.4552 2.3154 0.0217
C -0.793754 -3.814812 -2.565784 1.0620 2.4871 1.6735
C -4.189162 -1.905770 -2.430881 -1.3216 -0.8358 -0.7837
C 3.949643 -0.093639 3.119727 2.1171 -2.6235 1.3473
O -0.669742 -4.257013 -3.648414 0.2162 -1.7918 -4.1846
C -5.601265 -3.764811 -1.838370 1.2231 -0.3612 -0.9465
H 3.501168 6.419129 0.317126 0.0689 0.9735 -0.4317
H 4.144567 5.165769 3.069804 -0.3005 0.2395 0.2125
O -2.704975 -5.345362 2.324420 0.2522 1.3520 -0.6351
H 2.342912 -0.353095 1.945443 -0.1835 -1.0156 0.2007
H 0.047953 5.612351 0.638351 -0.3687 -0.0806 -0.3301
H 1.927445 7.011341 -0.067374 0.4745 0.3231 0.2193
H -3.554432 0.850024 1.270161 0.1782 -0.4871 0.2194
H 2.365441 3.228078 1.624237 0.4555 0.0057 0.8142
H -1.311736 -4.084209 -0.619835 0.1057 -0.5277 -0.0839
H -4.464456 1.115045 -4.220961 0.6437 0.0120 -0.0236
H 7.270268 1.505185 1.404157 0.2670 -0.5359 0.0062
C -2.517819 -4.185710 1.906438 -1.2790 -2.7862 1.3350
O -0.306400 -0.917218 0.047794 2.0509 -1.5294 -1.1157
H -0.000540 0.319940 -1.544059 -0.4973 0.4199 0.6129
O 4.352641 4.060872 1.367327 -1.1231 0.0217 1.3127
O 2.918017 -3.914372 -1.092810 0.7876 -0.4498 -1.1985
N -1.185987 -4.510854 -1.526620 -1.4291 -2.3008 2.1232
C 4.569208 4.208164 2.768494 -0.0664 1.2208 0.1630
C 0.720504 4.759523 0.546352 -0.9139 0.3970 0.5829
H -3.352276 -0.021141 -1.045798 0.3465 0.5986 0.7500
H -6.618550 0.377152 -0.101279 0.4639 -0.4487 -0.0665
C -0.574008 1.282827 0.929310 1.3835 0.9353 0.7662
C 0.992119 0.613211 -3.149100 -0.4125 1.6720 0.0705
C 2.377430 -3.031602 -0.453934 1.5414 0.0254 -2.9694
H -3.934577 2.286206 2.054301 -0.4400 0.0410 -0.3455
H 4.608764 -0.511106 1.175074 0.8432 -1.4845 -0.0060
O 1.411211 -0.500043 -3.264871 0.6577 -2.6503 0.0405
N 1.309678 1.571695 -3.979980 1.0237 2.7176 -2.8780
C -4.250557 0.049161 -4.141854 -0.0184 -0.9929 -0.5104
O -5.545947 -2.527446 -2.485339 1.0017 2.1516 0.3644
H 1.894084 -4.341585 0.810890 -0.1404 0.1382 0.4822
H -5.112709 -3.743103 -0.864226 -0.4941 0.0794 0.4785
H 1.295153 -2.759733 1.221253 0.0061 -0.1051 -0.0071
N -3.105099 0.251424 -1.986386 -0.6841 -0.4387 0.0881
H 0.490361 1.349747 1.154554 0.4230 -0.2960 -0.7035
H -0.904817 1.815228 1.821059 -1.0568 -0.6372 0.1542
H 3.127611 -2.215416 3.295676 -0.3987 0.5817 -0.5990
H 3.400138 -1.377946 4.783949 -0.0960 0.0627 0.0498
H -3.120927 -2.396013 1.248442 -0.6946 0.2360 0.0502
H 2.393998 -1.484964 -1.797578 -0.1433 -0.3974 0.0302
O -2.147049 -0.441504 1.097703 -1.2307 -0.7335 0.5097
H 5.617810 4.328992 3.040375 0.1966 -0.4798 -0.5774
H -5.039244 -0.324330 0.421847 -0.7867 -0.2740 -0.2522
H 4.120227 3.463436 3.425688 -0.0620 -0.4945 -0.4365
C 2.932741 3.995375 1.097439 0.9258 0.0010 -1.9553
H -6.618899 -4.154260 -1.867356 0.0670 0.2146 0.3201
H -2.305982 -0.349130 -2.130752 0.6669 -0.0388 -0.3938
H -3.703159 -2.064123 -1.468152 -0.3917 -0.1313 0.4622
O 5.227674 1.278599 1.632162 -0.0667 -0.2700 1.2911
H 2.011710 5.813953 1.933260 -0.3259 -0.4280 0.5193
H -0.787714 1.976378 0.116030 -0.0679 -0.3940 -0.2676
H -1.426712 -2.637770 1.341027 0.8111 0.0233 0.1078
C 2.072239 5.259851 0.996563 0.3834 -0.0310 -0.3519
H -4.391261 -3.594301 1.595509 0.1572 0.4296 -0.0404
H -0.296390 1.947143 -2.129966 0.1951 -0.4268 -0.2745
H -5.158218 -0.029553 -2.306250 0.0695 0.0298 0.5498
N 2.716698 0.292028 2.626761 -2.1227 1.5329 -2.0182
C -4.213594 -0.391482 -2.712173 -1.0978 -0.1050 0.4139
H 6.311016 0.652304 0.071162 0.7468 -0.2266 -0.1080
C 3.794464 -1.498701 3.774971 0.0889 -0.2622 0.7358
N -0.452147 -2.563310 -2.227965 0.1839 2.7613 -0.1329
```
Forces are in eV/Å.

Properties
2S+1: 1
Net charge: -1
E_LUMO, eV: 2.25
Kohn-Sham gap, eV: 9.00
Energy above the lowest of the compared OMol25 structures with the same formula, charge and spin, kcal/mol: 75.53

***

# 7
CHClNO2S | ωB97M-V with the def2-TZVPD basis set

Geometry as XYZ:
```
7
Properties=species:S:1:pos:R:3:forces:R:3
C 4.164507 -0.514208 0.199498 0.4989 0.1078 -1.3753
Cl 2.177531 1.331396 -0.766729 0.0231 0.4852 0.1520
N 1.092762 -0.359353 -0.353563 0.8561 -0.5947 -1.1945
H 0.655623 -0.802120 2.155974 -0.2974 0.8564 -1.5049
S 0.119464 -0.182518 0.815273 -0.6911 -0.5521 2.5583
O 3.997304 -0.394968 1.313466 -0.8144 0.2320 3.2355
O 4.500549 -0.658826 -0.885030 0.4248 -0.5345 -1.8711
```
Forces are in eV/Å.

Properties
2S+1: 1
Net charge: -1
E_LUMO, eV: 3.66
Kohn-Sham gap, eV: 7.28
Energy above the lowest of the compared OMol25 structures with the same formula, charge and spin, kcal/mol: 43.00